{
  "formula": "C4H13N2O",
  "method": "ωB97M-V/def2-TZVPD",
  "elements": ["C", "C", "C", "C", "N", "N", "H", "H", "H", "H", "H", "H", "H", "H", "H", "H", "H", "H", "H", "O"],
  "positions_angstrom": [[-0.84688, 0.52754, -0.13165], [-0.09220, 0.59498, 1.18268], [1.19848, -0.24376, 1.55355], [1.16464, -1.01427, 2.65153], [2.05806, -0.18540, 0.37251], [-0.42879, -0.36186, -1.18110], [-1.88253, 0.17340, 0.32568], [-0.89888, 1.68396, -0.61007], [0.27520, 1.68713, 1.42198], [-0.82192, 0.17460, 2.03416], [2.15547, -1.58494, 2.84574], [0.30309, -1.06163, 3.42545], [2.84662, -0.83418, 0.15444], [2.56274, 0.68649, 0.48301], [-0.85815, -0.08247, -2.15708], [0.58604, -0.70416, -0.92413], [-0.87634, -1.33658, -1.19640], [-3.16917, 0.06954, -3.40830], [-2.16300, 1.19277, -3.76802], [-2.25104, 0.57248, -3.06288]],
  "fmax_ev_per_a": 5.0,
  "e_above_lowest_ev": 4.336,
  "homo_energy_ev": -12.86,
  "total_charge": 1,
  "spin_multiplicity": 1
}